Entry 1:
Entry from OMol25: a structure of composition C45H52GeMnN4OPSSbSe (the ωB97M-V functional and the def2-TZVPD basis).

For the total energy, the calculation gives -235350.971 eV. As for the LUMO energy (alpha / beta): -4.64 / -2.90 eV. As for the total charge: +1. The relative energy (zero: lowest compared OMol25 entry of this formula, charge and spin) is 0.0 kcal per mole. The spin multiplicity is 5. Its HOMO-LUMO gap (alpha / beta) is 5.61 / 7.49 eV.

Each line ends with the Löwdin charge.
Element x y z (Å)
Mn -1.252 -0.157 0.064  0.48
O -1.695 -1.511 1.518  -0.64
S -1.883 -1.318 3.047  1.06
C -2.866 -2.776 3.487  -0.34
C -2.535 -3.639 4.563  -0.06
C -3.384 -4.689 4.868  -0.06
C -4.583 -4.905 4.174  -0.05
C -4.941 -3.995 3.190  -0.06
C -4.085 -2.932 2.866  -0.09
C -0.298 -1.598 3.701  -0.44
C 0.261 -0.598 4.499  -0.08
C 1.551 -0.769 5.000  -0.05
C 2.281 -1.928 4.738  -0.04
C 1.729 -2.907 3.888  -0.04
C 0.447 -2.715 3.374  -0.08
H -1.601 -3.487 5.077  0.10
H -3.072 -5.383 5.687  0.13
H -5.218 -5.758 4.340  0.11
H -5.871 -4.058 2.631  0.11
H -4.363 -2.219 2.105  0.11
H -0.342 0.289 4.696  0.11
H 1.990 0.070 5.573  0.13
H 3.296 -1.984 5.085  0.11
H 2.273 -3.768 3.580  0.10
H 0.012 -3.445 2.693  0.12
C -2.041 3.896 -3.685  -0.19
N -2.255 4.343 -2.278  -0.13
C -3.719 4.299 -1.974  -0.16
N -4.437 3.028 -2.343  -0.14
C -4.139 2.743 -3.778  -0.18
N -2.686 2.645 -4.144  -0.15
C -2.130 1.456 -3.538  -0.32
P -2.125 1.623 -1.667  1.02
C -1.549 3.423 -1.398  -0.31
C -4.009 1.871 -1.503  -0.28
H -0.934 3.894 -3.923  0.14
H -2.462 4.660 -4.384  0.13
H -4.219 5.087 -2.560  0.13
H -3.936 4.536 -0.924  0.13
H -4.665 3.568 -4.368  0.15
H -4.639 1.792 -4.096  0.13
H -1.077 1.273 -3.905  0.11
H -2.769 0.585 -3.798  0.10
H -0.458 3.458 -1.645  0.10
H -1.632 3.676 -0.342  0.06
H -4.239 2.142 -0.475  0.07
H -4.491 0.953 -1.842  0.08
C 6.912 2.295 2.065  -0.09
C 7.016 0.981 1.605  -0.09
C 5.896 0.365 1.029  -0.11
C 4.666 1.070 0.850  -0.38
C 4.549 2.333 1.369  -0.18
C 5.678 2.978 1.945  -0.07
Sb 2.866 0.215 -0.038  1.46
C 3.017 1.228 -1.942  -0.40
C 3.063 2.630 -1.898  -0.15
C 2.978 3.468 -3.031  -0.09
C 2.870 2.862 -4.274  -0.09
C 2.854 1.453 -4.354  -0.10
C 2.871 0.654 -3.221  -0.15
C 3.860 -1.610 -0.815  -0.39
C 3.475 -2.827 -0.235  -0.17
C 3.956 -4.069 -0.657  -0.09
C 4.995 -4.078 -1.615  -0.10
C 5.422 -2.889 -2.193  -0.09
C 4.870 -1.665 -1.769  -0.15
H 7.742 2.794 2.573  0.10
H 7.950 0.378 1.721  0.12
H 5.958 -0.656 0.653  0.08
H 3.611 2.851 1.428  0.08
H 5.591 3.996 2.349  0.10
H 3.214 3.165 -0.926  0.09
H 2.938 4.557 -2.925  0.11
H 2.875 3.479 -5.186  0.11
H 2.806 0.979 -5.319  0.10
H 2.821 -0.476 -3.350  0.12
H 2.751 -2.757 0.582  0.07
H 3.588 -5.004 -0.153  0.12
H 5.516 -5.023 -1.883  0.11
H 6.249 -2.839 -2.976  0.13
H 5.259 -0.741 -2.272  0.12
Se -0.371 1.710 1.501  0.58
C -1.683 2.870 2.340  -0.61
C -3.099 2.853 2.486  -0.09
C -3.684 3.959 3.084  -0.15
N -3.020 5.061 3.462  0.06
C -1.709 5.047 3.324  -0.14
C -0.973 3.998 2.704  -0.18
H -3.674 2.015 2.117  0.09
H -4.753 4.054 3.236  0.11
H -1.182 5.959 3.564  0.10
H 0.128 4.103 2.641  0.09
C -1.610 -4.409 -0.717  -0.22
Ge -1.832 -2.938 -1.980  0.78
C -3.796 -2.867 -2.191  -0.22
C -0.777 -3.210 -3.690  -0.20
C -0.687 -1.465 -1.362  -0.38
H -1.997 -4.099 0.253  0.00
H -0.556 -4.607 -0.563  0.01
H -2.028 -5.354 -1.097  0.03
H -4.282 -3.884 -2.190  0.05
H -4.186 -2.481 -3.119  0.00
H -4.195 -2.276 -1.390  -0.01
H -1.379 -3.875 -4.350  0.03
H 0.153 -3.746 -3.575  0.01
H -0.532 -2.267 -4.134  -0.01
H -0.392 -0.939 -2.286  -0.02
H 0.194 -2.078 -1.081  0.02

---

Entry 2:
Entry from OMol25: a structure of composition C45H53BIrN2O2P2S2Sb (the ωB97M-V functional and the def2-TZVPD basis).

For the total energy, the calculation gives -104899.732 eV. As for the LUMO energy (alpha / beta): 0.41 / -1.43 eV. As for the total charge: 0. The relative energy (zero: lowest compared OMol25 entry of this formula, charge and spin) is 0.0 kcal per mole. The spin multiplicity is 5. Its HOMO-LUMO gap (alpha / beta) is 6.54 / 6.47 eV.

Each line ends with the Löwdin charge.
Element x y z (Å)
Ir 0.644 0.466 -0.210  0.93
S -0.889 4.119 1.015  0.37
P -1.690 2.295 0.937  0.47
C -0.683 0.866 1.208  -0.67
P -0.413 -0.095 2.715  0.40
S 0.342 -1.845 2.384  0.37
C -2.049 -0.231 3.594  -0.34
C -2.833 -1.353 3.304  -0.10
C -3.976 -1.580 4.085  -0.09
C -4.246 -0.779 5.168  -0.10
C -3.521 0.391 5.358  -0.07
C -2.396 0.699 4.553  -0.08
C 0.650 0.845 3.838  -0.35
C 1.355 0.116 4.836  -0.08
C 2.202 0.866 5.676  -0.09
C 2.404 2.231 5.482  -0.09
C 1.639 2.984 4.530  -0.06
C 0.778 2.251 3.681  -0.10
C -2.428 1.966 -0.741  -0.35
C -2.954 3.115 -1.460  -0.09
C -3.538 2.907 -2.718  -0.09
C -3.814 1.616 -3.146  -0.10
C -3.293 0.495 -2.469  -0.07
C -2.566 0.682 -1.261  -0.12
C -3.264 2.262 1.902  -0.34
C -4.251 1.253 1.817  -0.07
C -5.425 1.361 2.509  -0.08
C -5.708 2.520 3.228  -0.06
C -4.685 3.444 3.369  -0.07
C -3.503 3.338 2.656  -0.15
H -2.495 -2.057 2.602  0.06
H -4.743 -2.374 3.796  0.13
H -5.088 -1.016 5.807  0.10
H -3.755 0.945 6.225  0.09
H -1.770 1.545 4.852  0.11
H 1.122 -0.943 4.917  0.08
H 2.857 0.380 6.451  0.12
H 3.091 2.679 6.151  0.08
H 1.693 4.075 4.444  0.11
H 0.228 2.658 2.843  0.01
H -2.732 4.114 -1.129  0.07
H -3.893 3.785 -3.248  0.11
H -4.435 1.441 -4.016  0.10
H -3.491 -0.496 -2.953  0.12
H -2.188 -0.182 -0.701  0.09
H -4.052 0.412 1.126  0.12
H -6.233 0.712 2.363  0.09
H -6.631 2.755 3.672  0.09
H -4.890 4.353 3.922  0.10
H -2.822 4.119 2.736  0.03
C 1.402 -7.965 -3.452  -0.06
C 2.306 -6.771 -2.992  -0.55
C 3.082 -7.135 -1.754  -0.07
C 3.389 -6.361 -4.104  -0.01
C 1.431 -5.564 -2.752  -0.22
C 0.083 -5.487 -3.076  -0.02
C -0.706 -4.324 -2.848  0.04
C -0.073 -3.300 -2.171  -0.27
O -0.542 -2.103 -1.805  0.07
B 0.509 -1.379 -1.098  -0.71
O 1.619 -2.207 -1.187  0.09
C 1.234 -3.379 -1.821  -0.18
C 2.004 -4.491 -2.086  0.05
H 2.048 -8.808 -3.759  0.08
H 0.742 -7.727 -4.289  0.07
H 0.879 -8.360 -2.598  0.08
H 3.483 -8.139 -1.853  0.08
H 2.302 -7.035 -0.849  0.15
H 3.846 -6.397 -1.556  0.06
H 4.040 -7.300 -4.169  0.11
H 3.779 -5.478 -3.679  0.05
H 2.945 -6.192 -5.064  0.07
H -0.326 -6.333 -3.749  0.12
H -1.756 -4.263 -3.163  0.12
H 2.959 -4.645 -1.611  0.12
C 2.832 3.114 1.267  -0.02
C 3.132 1.672 1.552  -0.40
N 2.590 0.648 0.932  -0.04
C 3.191 -0.486 1.408  -0.16
C 4.127 -0.152 2.380  -0.04
N 4.148 1.256 2.341  0.11
H 1.800 3.250 0.959  0.00
H 3.543 3.493 0.452  0.11
H 2.935 3.730 2.123  0.05
H 2.811 -1.401 1.027  0.06
H 4.802 -0.763 2.985  0.11
H 4.739 1.862 2.928  0.17
C 1.087 5.445 -1.462  -0.21
C 0.233 4.364 -2.043  -0.48
Sb 0.921 2.351 -1.997  1.37
C 2.962 2.254 -2.785  -0.42
C 2.981 2.734 -4.189  -0.21
C -0.236 1.586 -3.721  -0.35
C 0.256 0.194 -4.232  -0.16
H 0.711 6.440 -1.735  0.07
H 2.171 5.341 -1.707  0.07
H 1.008 5.459 -0.337  0.03
H -0.061 4.519 -3.102  0.06
H -0.756 4.145 -1.570  -0.04
H 3.389 1.239 -2.710  0.07
H 3.547 2.786 -2.072  0.02
H 2.510 1.930 -4.845  0.08
H 4.022 2.948 -4.450  0.07
H 2.366 3.637 -4.394  0.07
H -0.063 2.292 -4.544  0.05
H -1.310 1.606 -3.541  0.01
H 1.283 0.130 -4.034  0.02
H 0.267 0.071 -5.329  0.08
H -0.276 -0.667 -3.772  0.07